# C34H74InNO14PS

A molecular structure, C34H74InNO14PS (wB97M-V/def2-TZVPD, the OMol25 dataset).

As for the net charge: -1. Its max |F| is 1.55 eV/A.

Geometry (Å):
C1 3.999 0.992 2.911
O1 4.945 0.300 3.725
C2 4.505 -1.084 3.882
In1 2.714 -1.346 5.226
C3 3.133 -2.924 6.774
N1 3.055 -2.312 8.155
O2 0.932 -1.807 4.199
C4 0.323 -0.558 3.871
C5 -0.995 -0.754 3.073
C6 -1.645 0.623 2.678
C7 -0.914 -1.770 1.895
C8 0.283 -1.599 0.909
C9 0.703 -0.125 0.604
C10 1.546 -2.473 1.308
P1 2.435 0.867 6.503
S1 0.801 0.909 7.602
H1 4.487 1.348 1.980
H2 3.201 0.280 2.652
H3 3.606 1.882 3.438
H4 4.417 -1.538 2.870
H5 5.361 -1.588 4.382
H6 2.425 -3.777 6.715
H7 4.165 -3.311 6.647
H8 3.900 -1.778 8.320
H9 2.279 -1.656 8.124
H10 0.016 -0.111 4.847
H11 1.024 0.171 3.411
H12 -1.709 -1.192 3.803
H13 -2.259 1.036 3.492
H14 -2.285 0.490 1.782
H15 -0.840 1.311 2.360
H16 -1.857 -1.735 1.334
H17 -0.847 -2.777 2.352
H18 -0.047 -2.023 -0.063
H19 -0.213 0.448 0.379
H20 1.343 0.339 1.366
H21 1.300 -0.139 -0.333
H22 1.934 -3.010 0.418
H23 1.153 -3.260 1.973
H24 2.301 -1.834 1.785
H25 2.444 1.932 5.540
H26 3.590 1.007 7.329
O3 -2.449 -1.143 -0.808
C11 -2.888 -0.255 -1.482
O4 -3.559 0.751 -0.898
C12 -3.954 1.942 -1.583
C13 -5.277 1.752 -2.295
C14 -2.771 -0.295 -2.979
H27 -3.164 2.288 -2.253
H28 -4.064 2.707 -0.815
H29 -5.214 0.979 -3.062
H30 -5.597 2.682 -2.768
H31 -6.045 1.436 -1.587
H32 -3.575 -0.906 -3.390
H33 -1.811 -0.747 -3.227
H34 -2.783 0.686 -3.450
O5 0.925 -0.303 -3.847
C15 1.701 -1.196 -3.627
O6 2.583 -1.069 -2.632
C16 3.423 -2.122 -2.155
C17 4.689 -2.236 -2.980
C18 1.761 -2.411 -4.514
H35 2.875 -3.064 -2.100
H36 3.682 -1.857 -1.131
H37 4.471 -2.485 -4.020
H38 5.344 -3.006 -2.571
H39 5.223 -1.285 -2.987
H40 2.371 -2.183 -5.388
H41 0.749 -2.649 -4.837
H42 2.149 -3.299 -4.020
O7 5.493 -9.553 7.210
C19 4.575 -8.777 7.197
O8 4.673 -7.626 7.872
C20 3.715 -6.561 7.768
C21 2.553 -6.774 8.714
C22 3.279 -9.115 6.509
H43 3.394 -6.422 6.735
H44 4.242 -5.652 8.052
H45 2.003 -7.687 8.477
H46 1.862 -5.932 8.666
H47 2.913 -6.876 9.739
H48 2.669 -9.722 7.178
H49 3.508 -9.692 5.614
H50 2.711 -8.247 6.185
O9 5.704 2.489 -6.625
C23 4.518 2.669 -6.568
O10 3.779 1.953 -5.713
C24 2.397 2.222 -5.440
C25 1.499 1.550 -6.457
C26 3.831 3.625 -7.509
H51 2.214 3.297 -5.364
H52 2.194 1.805 -4.454
H53 1.681 1.928 -7.466
H54 0.450 1.714 -6.213
H55 1.691 0.477 -6.481
H56 3.641 3.118 -8.454
H57 4.496 4.469 -7.684
H58 2.900 4.034 -7.121
O11 -1.260 3.512 -7.665
C27 -0.893 4.481 -7.058
O12 -1.285 4.664 -5.788
C28 -0.755 5.678 -4.928
C29 -1.480 6.995 -5.116
C30 -0.071 5.547 -7.733
H59 0.325 5.773 -5.055
H60 -0.916 5.320 -3.912
H61 -1.358 7.380 -6.130
H62 -1.104 7.743 -4.417
H63 -2.550 6.865 -4.951
H64 -0.735 6.217 -8.278
H65 0.604 5.063 -8.437
H66 0.551 6.124 -7.052
O13 -7.501 5.003 0.305
C31 -8.240 4.059 0.295
O14 -8.407 3.367 -0.845
C32 -9.109 2.124 -0.937
C33 -10.598 2.348 -1.104
C34 -9.052 3.690 1.508
H67 -8.875 1.477 -0.090
H68 -8.719 1.624 -1.823
H69 -11.026 2.864 -0.243
H70 -11.118 1.397 -1.229
H71 -10.791 2.973 -1.977
H72 -9.949 4.307 1.536
H73 -8.453 3.892 2.394
H74 -9.330 2.639 1.551



# C34H75BBaF4NO16

A molecular structure, C34H75BBaF4NO16 (wB97M-V/def2-TZVPD, the OMol25 dataset).

Its energy relative to the best compared isomer or geometry (same formula, charge and spin) is 0.00 kcal/mol. As for the net charge: +1. Its max |F| is 1.51 eV/A.

Geometry (Å):
Ba1 -0.744 -1.573 -2.598
B1 -0.306 0.462 0.105
F1 0.402 0.746 -1.090
F2 0.491 -0.356 0.932
F3 -0.728 1.605 0.787
F4 -1.451 -0.317 -0.274
C1 -1.832 0.290 4.731
C2 -0.936 -0.206 3.798
C3 -0.451 -1.489 3.917
C4 -0.828 -2.242 4.994
C5 -1.656 -1.750 5.986
C6 -2.182 -0.487 5.831
N1 -0.243 -3.572 5.162
O1 -0.161 -4.022 6.281
O2 0.120 -4.136 4.151
H1 -2.353 1.230 4.603
H2 -0.714 0.361 2.904
H3 0.257 -1.868 3.193
H4 -1.923 -2.336 6.853
H5 -2.878 -0.067 6.544
C7 -4.492 -0.295 -2.704
O3 -3.160 -0.008 -3.085
C8 -2.919 1.364 -3.442
C9 -1.768 1.442 -4.394
O4 -0.628 0.769 -3.865
C10 0.545 1.063 -4.624
H6 -5.177 -0.055 -3.535
H7 -4.835 0.287 -1.845
H8 -4.595 -1.361 -2.536
H9 -2.734 1.959 -2.545
H10 -3.801 1.769 -3.954
H11 -1.500 2.495 -4.541
H12 -1.970 1.038 -5.394
H13 1.264 0.265 -4.471
H14 0.905 2.055 -4.349
H15 0.282 1.130 -5.686
C11 -4.365 3.571 2.106
O5 -4.864 2.267 2.095
C12 -4.378 1.515 0.991
C13 -4.758 0.071 1.181
O6 -6.114 -0.221 0.837
C14 -7.056 0.139 1.819
H16 -4.778 4.179 1.285
H17 -3.269 3.599 2.043
H18 -4.673 4.053 3.035
H19 -3.279 1.607 0.977
H20 -4.758 1.917 0.038
H21 -4.495 -0.221 2.208
H22 -4.183 -0.546 0.486
H23 -7.025 1.204 2.053
H24 -6.882 -0.425 2.745
H25 -8.044 -0.101 1.435
C15 -0.847 4.956 -3.176
O7 -1.750 4.216 -2.386
C16 -1.315 4.013 -1.067
C17 -1.648 5.133 -0.091
O8 -1.202 6.367 -0.602
C18 -1.266 7.374 0.368
H26 -1.142 4.821 -4.221
H27 0.170 4.563 -3.062
H28 -0.878 6.017 -2.940
H29 -0.234 3.808 -1.028
H30 -1.750 3.088 -0.681
H31 -1.160 4.931 0.871
H32 -2.742 5.176 0.037
H33 -0.641 7.134 1.236
H34 -2.299 7.510 0.723
H35 -0.939 8.301 -0.092
C19 -1.458 -3.371 0.376
O9 -2.224 -3.041 -0.784
C20 -3.579 -3.458 -0.663
C21 -3.799 -4.928 -0.353
O10 -2.936 -5.716 -1.096
C22 -2.948 -7.073 -0.684
H36 -0.435 -3.029 0.258
H37 -1.379 -4.445 0.558
H38 -1.910 -2.878 1.242
H39 -4.095 -3.187 -1.584
H40 -4.055 -2.877 0.141
H41 -4.866 -5.118 -0.548
H42 -3.662 -5.104 0.725
H43 -2.153 -7.582 -1.222
H44 -3.913 -7.547 -0.889
H45 -2.741 -7.170 0.391
C23 2.532 3.309 -1.740
O11 3.856 2.807 -1.766
C24 4.655 2.991 -0.615
C25 6.007 2.427 -0.927
O12 5.946 1.030 -0.873
C26 7.082 0.362 -1.386
H46 2.041 2.910 -2.625
H47 2.531 4.408 -1.812
H48 1.969 3.038 -0.841
H49 4.254 2.505 0.294
H50 4.752 4.056 -0.349
H51 6.764 2.830 -0.233
H52 6.318 2.776 -1.925
H53 7.967 0.481 -0.753
H54 7.332 0.723 -2.396
H55 6.814 -0.689 -1.495
C27 7.807 -2.792 3.132
O13 6.911 -1.695 3.173
C28 6.090 -1.631 2.058
C29 5.436 -0.290 1.966
O14 4.544 -0.116 3.017
C30 3.903 1.131 2.911
H56 8.241 -2.875 4.125
H57 8.615 -2.615 2.412
H58 7.277 -3.718 2.883
H59 5.319 -2.424 2.049
H60 6.660 -1.768 1.117
H61 4.918 -0.210 1.000
H62 6.225 0.479 1.951
H63 3.178 1.188 3.718
H64 3.383 1.223 1.955
H65 4.619 1.955 3.035
C31 2.995 -0.568 -2.139
O15 1.990 -1.588 -2.154
C32 2.328 -2.704 -1.319
C33 1.757 -3.986 -1.879
O16 0.332 -3.956 -1.844
C34 -0.219 -5.098 -2.457
H66 2.704 0.230 -2.812
H67 3.982 -0.955 -2.409
H68 3.091 -0.129 -1.141
H69 2.084 -2.486 -0.275
H70 3.403 -2.923 -1.414
H71 2.153 -4.856 -1.341
H72 2.084 -4.139 -2.918
H73 -1.293 -4.977 -2.590
H74 -0.066 -5.990 -1.841
H75 0.149 -5.362 -3.461



Number 1: HOMO -4.39 eV, Kohn-Sham gap 5.92 eV. Number 2: HOMO -11.06 eV, Kohn-Sham gap 8.09 eV.